Computed, not measured: a molecular structure, C38H40As2ClN5O15PPtSe, with wB97M-V/def2-TZVPD.

The largest force on an atom is 1.07 eV/Å. As for the electronic energy: -10668.07815 Ha. The HOMO-LUMO gap is 6.8 eV. The HOMO energy comes out at -0.39816 hartree.

```
! RIJCOSX wB97M-V def2-TZVPD def2/J DEFGRID3
* xyz 1 1
Pt 0.18 0.00 0.06
O -2.77 -3.54 3.55
C -1.68 -3.10 4.17
O -1.51 -3.25 5.34
C -0.68 -2.34 3.35
C 0.51 -1.84 3.85
Cl 1.22 -2.01 5.36
N 1.12 -1.12 2.89
N 0.36 -1.11 1.78
C -0.72 -1.85 2.04
C -1.73 -2.01 0.93
O -2.67 -2.78 1.05
O -1.51 -1.27 -0.10
C 2.42 -0.50 3.02
C 3.54 -1.29 2.80
C 4.79 -0.74 2.99
C 4.91 0.58 3.41
C 3.78 1.34 3.66
C 2.52 0.80 3.47
H -2.76 -3.35 2.57
H 3.41 -2.32 2.48
H 5.68 -1.34 2.83
H 5.90 1.00 3.57
H 3.88 2.36 4.01
H 1.62 1.36 3.68
N -6.57 0.36 -7.96
C -5.75 0.53 -7.18
C -4.72 0.74 -6.19
C -3.85 -0.30 -5.86
C -2.86 -0.10 -4.92
C -2.76 1.14 -4.30
C -3.62 2.18 -4.62
C -4.60 1.98 -5.57
N -1.75 1.34 -3.31
C -1.01 2.49 -3.11
C -0.21 2.26 -2.05
N -0.46 0.98 -1.59
C -1.40 0.46 -2.37
H -3.95 -1.26 -6.36
H -2.17 -0.89 -4.68
H -3.55 3.12 -4.09
H -5.28 2.77 -5.83
H -1.11 3.35 -3.75
H 0.53 2.88 -1.57
H -1.84 -0.51 -2.24
C 2.13 0.18 -3.37
O 2.45 -0.87 -2.45
P 1.93 -1.10 -0.97
O 0.98 -2.37 -1.15
C 1.46 -3.60 -1.73
O 3.12 -1.84 -0.23
C 4.49 -1.42 -0.32
H 2.78 0.03 -4.22
H 2.32 1.14 -2.90
H 1.09 0.10 -3.68
H 0.59 -4.23 -1.85
H 2.17 -4.06 -1.05
H 1.92 -3.41 -2.70
H 5.07 -2.18 0.19
H 4.61 -0.45 0.17
H 4.79 -1.36 -1.37
C 1.02 3.97 2.65
O -0.11 3.37 1.99
C -1.14 4.17 1.70
O -1.15 5.36 1.88
C -2.21 3.41 0.97
C -3.40 4.00 0.73
As -4.29 4.32 2.46
C -3.59 5.89 3.38
C -3.31 2.91 3.51
C -2.56 1.88 3.11
As -2.04 1.48 1.21
C -3.77 0.69 0.77
C -1.82 0.96 4.04
O -0.61 0.99 4.03
O -2.44 0.09 4.83
C -3.86 -0.11 4.81
C -3.43 3.15 5.00
O -2.45 3.36 5.65
O -4.64 3.19 5.57
C -5.83 2.75 4.90
C -4.16 3.49 -0.45
O -3.62 2.73 -1.24
O -5.37 3.94 -0.75
C -5.93 5.13 -0.16
H 0.82 4.01 3.72
H 1.18 4.98 2.27
H 1.86 3.33 2.43
H -3.65 6.73 2.69
H -2.56 5.76 3.69
H -4.24 6.07 4.23
H -4.59 1.35 1.05
H -3.83 -0.22 1.37
H -3.83 0.43 -0.28
H -4.01 -1.16 5.05
H -4.28 0.11 3.82
H -4.33 0.51 5.57
H -6.41 2.19 5.64
H -5.60 2.10 4.06
H -6.40 3.60 4.56
H -6.58 5.55 -0.92
H -5.15 5.85 0.08
H -6.51 4.88 0.72
Se 2.31 1.12 -0.04
*
```

=====

Computed, not measured: a molecular structure, C38H40AsBaFN5O5, with wB97M-V/def2-TZVPD.

The largest force on an atom is 0.62 eV/Å. As for the electronic energy: -4483.19991 Ha. The HOMO-LUMO gap is 8.1 eV. The HOMO energy comes out at -0.36769 hartree.

```
! RIJCOSX wB97M-V def2-TZVPD def2/J DEFGRID3
* xyz 1 1
Ba 1.40 0.87 0.44
N 1.76 -1.00 2.63
C 3.19 -1.32 2.65
C 3.71 -1.71 4.02
C 5.20 -2.15 4.05
C 6.03 -1.43 5.11
N 6.06 -0.02 4.76
C 6.62 0.94 5.45
N 6.51 2.20 5.01
N 7.28 0.69 6.59
C 3.86 -0.06 2.04
O 4.39 0.77 2.82
O 3.71 0.08 0.81
H 1.49 -0.45 3.43
H 1.18 -1.82 2.59
H 3.35 -2.13 1.94
H 3.09 -2.53 4.39
H 3.54 -0.87 4.70
H 5.67 -1.98 3.08
H 5.27 -3.22 4.25
H 7.04 -1.84 5.13
H 5.58 -1.58 6.10
H 5.51 0.26 3.92
H 6.01 2.37 4.15
H 6.95 2.97 5.47
H 7.46 -0.26 6.88
H 7.77 1.42 7.07
C -6.45 0.92 -0.29
C -5.98 0.70 1.14
C -6.86 -0.26 1.93
C -6.79 -1.66 1.33
C -5.36 -2.10 1.15
C -5.04 -3.43 1.07
C -3.71 -3.84 0.91
F -3.46 -5.15 0.83
C -2.69 -2.94 0.83
C -2.99 -1.57 0.91
C -1.90 -0.61 0.79
O -0.72 -0.97 0.58
C -2.28 0.76 0.99
C -3.58 1.11 1.13
N -4.59 0.21 1.15
C -4.32 -1.15 1.07
C -1.11 1.71 1.04
O -0.72 2.23 -0.03
O -0.43 1.72 2.10
H -7.48 1.28 -0.31
H -6.40 -0.01 -0.87
H -5.82 1.66 -0.79
H -5.97 1.66 1.66
H -7.88 0.11 1.93
H -6.52 -0.28 2.97
H -7.31 -1.68 0.37
H -7.31 -2.37 1.98
H -5.81 -4.19 1.15
H -1.67 -3.25 0.69
H -3.88 2.14 1.23
C 3.37 0.82 -6.96
C 3.51 -0.07 -5.91
C 2.78 0.10 -4.75
C 1.89 1.16 -4.62
C 1.77 2.07 -5.67
C 2.50 1.90 -6.83
As 0.97 1.46 -2.92
C -0.54 2.53 -3.50
C -1.29 2.21 -4.63
C -2.36 3.00 -5.00
C -2.69 4.13 -4.26
C -1.95 4.45 -3.13
C -0.88 3.65 -2.75
C 0.09 -0.27 -2.64
C -1.29 -0.45 -2.72
C -1.84 -1.71 -2.51
C -1.03 -2.80 -2.22
C 0.34 -2.62 -2.10
C 0.89 -1.36 -2.30
H 3.94 0.69 -7.87
H 4.19 -0.91 -6.00
H 2.92 -0.60 -3.94
H 1.11 2.92 -5.58
H 2.40 2.61 -7.64
H -1.04 1.33 -5.21
H -2.94 2.75 -5.88
H -3.52 4.75 -4.56
H -2.20 5.32 -2.54
H -0.32 3.89 -1.85
H -1.93 0.39 -2.94
H -2.91 -1.84 -2.58
H -1.47 -3.78 -2.07
H 0.98 -3.46 -1.86
H 1.97 -1.24 -2.18
*
```

=====

Computed, not measured: a molecular structure, C38H40BrFeN7O5SSb, with wB97M-V/def2-TZVPD.

The largest force on an atom is 0.35 eV/Å. As for the electronic energy: -6707.63793 Ha. The HOMO-LUMO gap (spin up / spin down) is 7.3 / 7.4 eV. The HOMO energy (spin up / spin down) comes out at -0.38620 / -0.38860 hartree.

```
! RIJCOSX wB97M-V def2-TZVPD def2/J DEFGRID3
* xyz 1 1
Fe -1.38 0.65 -0.94
O -5.21 3.06 2.68
C -3.98 3.25 3.14
O -3.75 3.88 4.14
C -2.86 2.68 2.34
C -1.54 2.79 2.72
N -0.80 2.17 1.79
N -1.56 1.65 0.82
C -2.81 1.95 1.14
C -3.85 1.49 0.18
O -5.04 1.62 0.45
O -3.38 0.96 -0.90
H -5.22 2.54 1.84
H -1.11 3.26 3.59
H 0.20 2.02 1.80
C -3.01 5.51 -2.60
C -1.87 4.52 -2.67
C -0.75 4.72 -3.45
C 0.26 3.77 -3.46
C 0.11 2.64 -2.68
Br 1.51 1.38 -2.64
N -0.97 2.40 -1.93
C -1.93 3.34 -1.94
H -2.79 6.39 -3.20
H -3.19 5.82 -1.58
H -3.93 5.06 -2.98
H -0.65 5.61 -4.06
H 1.16 3.90 -4.05
H -2.80 3.14 -1.33
C 2.50 3.06 0.61
C 2.71 2.42 1.96
C 3.22 3.21 2.99
C 3.47 2.68 4.25
C 3.21 1.34 4.50
C 2.70 0.54 3.49
C 2.44 1.06 2.21
Sb 1.53 -0.18 0.70
C 3.24 -0.54 -0.53
C 4.44 0.12 -0.29
C 5.50 -0.02 -1.17
C 5.36 -0.83 -2.29
C 4.17 -1.49 -2.53
C 3.09 -1.36 -1.66
C 1.79 -2.08 -1.93
C 1.30 -1.89 1.97
C 0.08 -1.89 2.65
C -0.24 -2.88 3.57
C 0.68 -3.90 3.81
C 1.90 -3.90 3.15
C 2.24 -2.90 2.24
C 3.62 -2.92 1.62
H 1.95 4.00 0.71
H 1.95 2.42 -0.08
H 3.46 3.29 0.13
H 3.43 4.26 2.80
H 3.87 3.31 5.03
H 3.40 0.92 5.47
H 2.49 -0.50 3.69
H 4.55 0.74 0.59
H 6.44 0.49 -0.98
H 6.19 -0.94 -2.98
H 4.06 -2.12 -3.40
H 1.88 -2.74 -2.79
H 0.98 -1.37 -2.13
H 1.48 -2.68 -1.08
H -0.64 -1.10 2.45
H -1.18 -2.85 4.10
H 0.45 -4.68 4.52
H 2.61 -4.68 3.36
H 4.25 -3.65 2.12
H 4.10 -1.94 1.70
H 3.58 -3.18 0.56
C -3.30 -4.16 0.84
N -2.30 -3.13 0.65
C -2.49 -1.98 -0.01
N -3.66 -1.80 -0.66
O -1.55 -1.14 -0.05
H -2.91 -4.90 1.53
H -3.55 -4.66 -0.10
H -4.22 -3.76 1.28
H -1.41 -3.20 1.13
H -4.45 -2.38 -0.42
H -3.85 -0.85 -0.97
S -1.67 -0.18 -3.20
C -1.85 -1.85 -3.39
N -2.55 -2.27 -4.49
C -2.72 -3.56 -4.82
C -2.20 -4.52 -4.00
C -1.51 -4.06 -2.87
N -1.34 -2.79 -2.57
H -2.94 -1.54 -5.08
H -3.27 -3.77 -5.72
H -2.31 -5.57 -4.22
H -1.08 -4.77 -2.17
*
```